## w
Density functional theory data (ωB97M-V/def2-TZVPD) for a 2-piece molecular cluster, C3H10NOS overall.

Summary:
- Frontier orbital gap: 6.7 eV
- Highest occupied orbital energy: -2.64 eV
- Charge: -1
- E_LUMO: 4.104 eV
- Molar mass: 108.19 g/mol

Geometry as XYZ:
```
16
C3H10NOS | the OMol25 dataset | ωB97M-V/def2-TZVPD
S 0.377 1.577 1.310
O -2.464 0.319 -0.108
N -0.868 -1.426 -1.613
C 0.573 -1.598 -1.215
C 1.521 0.632 0.237
C 0.968 -0.937 0.236
H 0.868 -2.604 -1.061
H -1.841 0.337 0.552
H 1.263 -1.229 -1.937
H -1.304 -0.679 -1.114
H 1.331 0.859 -0.761
H 1.839 -1.614 0.542
H 0.248 -0.988 0.823
H 2.506 0.705 0.418
H -2.284 1.188 -0.493
H -1.248 -2.355 -1.314
```

Atomic partial charges in e from the natural (NBO) method, atoms 1 to 8: -0.75, -0.96, -0.87, -0.23, -0.50, -0.36, 0.16, 0.49

***

## x
Density functional theory data (ωB97M-V/def2-TZVPD) for a 2-piece molecular cluster, C3H10NOS overall.

Summary:
- Frontier orbital gap: 5.8 eV
- Highest occupied orbital energy: -2.54 eV
- Charge: -1
- E_LUMO: 3.219 eV
- Molar mass: 108.19 g/mol

Geometry as XYZ:
```
16
C3H10NOS | the OMol25 dataset | ωB97M-V/def2-TZVPD
S 1.214 1.295 -2.214
O -1.778 -0.508 0.487
N -0.824 -2.640 -0.116
C 1.421 1.762 0.573
C 0.514 1.239 -0.559
C -1.657 -1.776 0.843
H 1.235 2.783 0.904
H 1.262 1.068 1.400
H -0.433 1.757 -0.499
H 2.491 1.723 0.362
H -1.140 -1.947 1.840
H -1.472 -3.128 -0.727
H 0.397 0.184 -0.379
H 1.779 2.504 -2.112
H -0.399 -1.994 -0.785
H -2.609 -2.320 0.982
```

Atomic partial charges in e from the natural (NBO) method, atoms 1 to 8: -0.07, -0.95, -0.92, -0.62, -0.51, 0.15, 0.19, 0.23

***

Which structure loses on stability? w does.